(1)
Below is an isolated ion of composition C6H17N2 and charge +1 in a non-equilibrium geometry, with properties calculated with ωB97M-V with the def2-TZVPD basis set.

As for the total charge: +1. As for the HOMO-LUMO gap: 0.319 Eh. The value obtained for the LUMO energy is -3.4 eV. The calculation puts the energy relative to the best compared isomer or geometry (same formula, charge and spin) at 1.363 eV.

Each line ends with the Löwdin charge.
Element x y z (Å)
C 2.1715 0.9976 -0.4460  -0.002
C 0.9662 1.0901 -1.4106  -0.286
N 1.2256 0.2058 -2.7022  0.226
C -0.3754 0.6763 -0.8619  -0.174
C -0.3308 -0.6039 -0.0150  -0.224
C -0.2114 -0.6175 1.5185  -0.188
C -1.5002 -1.2439 2.1474  -0.268
N -2.5392 -0.1904 2.2012  0.002
H 2.8883 0.2527 -0.8030  0.090
H 2.6440 1.9456 -0.2377  0.090
H 1.7727 0.6806 0.5154  0.069
H 0.9398 2.1158 -1.7798  0.142
H 2.1600 -0.1943 -2.7771  0.158
H 0.9404 0.7182 -3.5327  0.167
H 0.6523 -0.6347 -2.6333  0.150
H -0.6486 1.5380 -0.2355  0.138
H -1.1529 0.6997 -1.6249  0.124
H 0.2256 -1.3929 -0.5419  0.109
H -1.2849 -1.0933 -0.2960  0.111
H -0.1392 0.4297 1.7906  0.106
H 0.5664 -1.3306 1.7881  0.109
H -1.9049 -2.1258 1.6548  0.113
H -1.1247 -1.5326 3.1366  0.104
H -2.5112 0.2445 3.1140  0.071
H -3.4296 -0.6347 2.0312  0.064

Cartesian forces, eV/Å:
C -1.00 -0.73 0.07
C 0.97 0.35 -0.70
N -0.28 -0.19 0.94
C 0.59 0.93 1.36
C -2.00 -1.46 -1.93
C -1.24 -1.40 -1.60
C 0.90 1.79 0.69
N 0.47 -0.87 -0.29
H 0.12 0.21 0.31
H 0.22 0.26 -0.47
H 0.26 -0.32 0.04
H -0.19 -0.17 -0.36
H 0.34 0.66 -0.19
H 0.25 -0.09 -0.20
H -0.42 0.07 0.02
H -0.13 -0.28 0.18
H 0.07 -0.34 -0.20
H 1.08 0.29 0.34
H -0.21 0.49 0.67
H 0.45 -0.15 0.90
H 0.67 0.80 0.26
H 0.42 0.00 -0.28
H -0.65 -0.24 0.14
H -0.41 0.04 -0.07
H -0.28 0.36 0.38

***

(2)
Below is an isolated ion of composition CH3N2S and charge +1 in a non-equilibrium geometry, with properties calculated with ωB97M-V with the def2-TZVPD basis set.

As for the total charge: +1. As for the HOMO-LUMO gap: 0.353 Eh. The value obtained for the LUMO energy is -5.8 eV. The calculation puts the energy relative to the best compared isomer or geometry (same formula, charge and spin) at 0.010 eV.

Each line ends with the Löwdin charge.
Element x y z (Å)
C -0.2936 0.0979 0.0437  -0.816
N -0.7801 -1.1294 0.1056  -0.027
N 0.8414 0.6328 0.1468  0.225
S -1.9521 0.3502 -0.0361  1.108
H -0.5745 -1.6409 -0.7324  0.112
H 1.7052 0.0750 0.5501  0.231
H 1.0536 1.6145 -0.0778  0.167

Cartesian forces, eV/Å:
C -1.06 0.45 0.52
N -0.60 0.16 0.94
N 4.52 0.11 0.97
S 0.32 -0.65 -0.56
H -0.29 -0.72 -0.83
H -2.34 1.17 -1.41
H -0.55 -0.52 0.39

***

(3)
Below is C4H11NO2 as an isolated structure in a non-equilibrium geometry, with properties calculated with ωB97M-V with the def2-TZVPD basis set.

As for the HOMO-LUMO gap: 0.369 Eh. The value obtained for the LUMO energy is 0.8 eV. The calculation puts the energy relative to the best compared isomer or geometry (same formula, charge and spin) at 0.580 eV.

Each line ends with the Löwdin charge.
Element x y z (Å)
O -0.2205 -0.8534 -1.1986  -0.025
C -1.2854 -0.1199 -1.0155  -0.650
O -1.5054 0.5127 0.0032  0.022
C -2.2378 -0.1319 -2.2036  -0.003
H -2.8801 0.7441 -2.1562  0.075
H -1.5845 -0.0709 -3.0717  0.075
H -2.8631 -1.0204 -2.2222  0.079
C 0.8643 -0.9531 1.7155  -0.074
N 1.3349 -0.1202 0.6135  -0.159
C 1.3407 1.3286 0.8828  -0.066
H 0.8794 -1.9929 1.3886  0.094
H 1.4544 -0.8723 2.6295  0.086
H -0.1766 -0.6903 1.8967  0.088
H 0.5443 -0.3921 -0.3816  0.064
H 2.2505 -0.4228 0.3106  0.140
H 0.3598 1.6590 1.1972  0.080
H 1.6185 1.8620 -0.0248  0.092
H 2.1066 1.5338 1.6367  0.084

Cartesian forces, eV/Å:
O 0.49 0.82 0.37
C -0.52 -0.71 -0.53
O -0.07 0.37 0.30
C 0.43 0.59 0.33
H -0.05 -0.01 0.00
H -0.35 -0.22 -0.29
H 0.17 -0.17 -0.04
C -0.32 -0.34 -0.03
N -0.05 0.44 -0.26
C 0.78 -0.25 0.14
H 0.03 0.02 0.00
H 0.05 0.24 -0.04
H 0.03 0.07 0.12
H -0.40 -0.97 -0.22
H 0.20 0.04 0.04
H -0.13 -0.12 0.07
H -0.08 -0.05 -0.06
H -0.22 0.24 0.12